Record 1
Entry from the OMol25 dataset: a cluster of 2 separate species, C36H28F3N2S in total (wB97M-V/def2-TZVPD).

XYZ file:
```
70
C36H28F3N2S | the OMol25 dataset | wB97M-V/def2-TZVPD
C -4.584 1.733 0.847
H 1.354 -0.707 5.023
H 2.368 -1.925 -0.219
C 1.751 -6.007 1.557
C -0.093 -2.637 -2.757
H -0.465 -2.721 0.460
H 3.507 -7.201 2.008
H -7.201 3.705 1.851
C 0.543 -3.054 -1.453
H 1.635 -3.090 -1.592
C 3.127 -6.223 1.703
C -0.222 -0.515 -4.094
C 2.661 -0.133 1.431
C -0.450 5.493 1.106
H 1.393 5.767 2.280
C -6.180 3.369 1.680
H 1.045 -6.819 1.747
C -5.107 4.234 1.892
C 1.254 -4.740 1.197
F 2.376 3.393 1.837
F -5.381 5.544 2.229
H -4.371 0.738 0.441
C 1.720 -0.546 4.011
C 2.139 -3.678 0.947
C -1.092 3.219 0.603
H 0.215 2.742 -4.899
C 0.224 2.799 0.957
H -2.161 5.041 -0.078
C 1.457 -1.490 3.012
H 0.518 -3.064 -3.557
C 0.070 1.097 -6.314
C 4.007 -5.170 1.439
H 0.196 1.722 -7.208
C 3.038 0.731 2.462
C -0.232 -0.427 -1.733
H 3.033 0.045 0.414
C 0.756 5.093 1.698
C 3.516 -3.913 1.079
C -0.092 -1.137 -5.328
C 1.082 3.749 1.501
C -3.478 2.642 0.986
C -0.013 -0.298 -6.445
H 4.211 -3.091 0.886
H 5.081 -5.328 1.518
C -1.289 4.627 0.429
C 0.027 1.681 -5.037
F -0.865 6.793 1.326
H 0.012 -0.722 -7.442
C -0.216 0.870 -3.921
H 0.937 -2.416 3.259
H -1.112 -3.038 -2.733
H 0.457 1.739 0.891
C 0.277 -2.210 -0.200
H 0.169 -4.585 1.144
C -5.877 2.056 1.265
S -0.354 1.296 -2.234
N -0.192 -0.817 -0.486
H -0.056 -2.225 -5.396
H -6.687 1.319 1.208
C 1.874 -1.262 1.698
N -0.145 -1.190 -2.871
H -2.033 1.309 0.010
H 0.252 -4.087 -1.197
C -2.175 2.293 0.484
H 2.695 1.330 4.513
C 2.484 0.592 3.736
C -3.781 3.879 1.660
H -2.984 4.565 1.949
H 3.771 1.520 2.257
C 1.661 -2.261 0.560
```

The net charge is +1. The calculation puts the LUMO energy at -6.11 eV. For the HOMO energy, the calculation gives -10.2 eV. The energy relative to the best compared isomer or geometry (same formula, charge and spin) comes out at 0.1731 eV. The strongest force on any atom comes out at 1.972 eV/Å. The value obtained for the orbital gap is 4.04 eV.



Record 2
Entry from the OMol25 dataset: a structure of composition C36H29AuBrN2O3PS (wB97M-V/def2-TZVPD).

XYZ file:
```
74
C36H29AuBrN2O3PS | the OMol25 dataset | wB97M-V/def2-TZVPD
H -0.230 3.348 -3.077
N 1.954 -3.684 0.664
H 4.224 1.619 2.980
H -1.853 3.682 -4.928
C -1.424 2.631 0.507
H 1.883 0.835 -2.009
H -1.696 -2.608 3.951
H 5.393 0.975 0.991
C -3.190 2.105 -4.233
C 2.763 -0.026 2.800
H -2.744 3.451 -1.021
C -2.396 3.501 -0.021
H 5.067 -1.043 -0.191
C 3.908 0.736 2.504
C -3.028 4.470 0.748
H -1.462 3.953 3.699
H 4.148 1.807 -2.253
C 3.230 -1.569 0.950
C 2.084 1.803 -1.570
C -2.578 4.693 2.073
H -3.017 5.502 2.600
P -0.426 1.543 -0.614
C 0.820 -3.959 -0.090
H 2.096 0.174 3.627
H 4.601 4.054 -1.196
C -1.159 2.758 -3.116
H -3.148 -4.036 0.156
C -0.206 -4.878 0.665
C -1.067 -3.626 0.895
H -3.851 2.185 -5.055
H 3.608 -3.443 -0.256
C 2.572 4.249 -0.486
Au -0.139 -0.681 -0.261
H -3.860 4.973 0.249
C -2.552 -3.809 1.069
H 0.277 -5.336 1.482
H 2.366 -2.379 -0.887
H 2.901 5.072 0.170
H -2.907 0.546 -1.326
C 2.404 -1.148 2.019
C 2.821 -2.762 0.021
C -1.200 2.755 1.879
C -0.414 -2.862 -0.337
O -1.037 0.547 3.286
C -1.020 -5.902 -0.086
C -1.679 3.841 2.643
C -3.463 1.209 -3.234
C -2.107 2.960 -4.116
H -4.401 0.671 -3.207
O 0.604 2.341 3.807
O 0.745 1.265 1.668
H -0.992 -2.460 -2.537
H 1.032 -4.543 -1.102
C -2.907 -3.335 2.238
C -1.740 -3.015 2.975
C -1.600 -5.620 -1.212
H 1.499 -1.630 2.351
N -0.699 -3.035 2.222
C 4.351 -0.831 0.639
S -0.146 1.608 2.773
C 1.075 2.436 -0.853
H -3.917 -3.245 2.601
Br -2.233 -7.204 -2.175
H 0.503 4.216 0.159
C -1.436 -4.373 -2.067
H -1.085 -6.815 0.391
C -1.000 -3.155 -1.698
C 3.611 3.593 -1.176
C -2.625 1.124 -2.155
C 1.299 3.752 -0.380
C 4.572 0.346 1.363
H -1.748 -4.472 -3.054
C -1.395 1.807 -2.135
C 3.367 2.346 -1.700
```

The multiplicity is 3. The net charge is 0. The calculation puts the LUMO energy (alpha / beta) at -0.44 / -3.78 eV. For the HOMO energy (alpha / beta), the calculation gives -8.3 / -8.3 eV. The energy relative to the best compared isomer or geometry (same formula, charge and spin) comes out at 3.7597 eV. Its expectation value of S² is 2.012. The strongest force on any atom comes out at 3.669 eV/Å. The value obtained for the orbital gap (alpha / beta) is 7.88 / 4.52 eV.



Record 3
Entry from the OMol25 dataset: a structure of composition C36H29BaBrN10O4S (wB97M-V/def2-TZVPD).

XYZ file:
```
82
C36H29BaBrN10O4S | the OMol25 dataset | wB97M-V/def2-TZVPD
H 0.700 4.710 0.171
H 1.111 -1.590 6.730
C -4.279 7.853 -4.146
C 2.672 -0.845 5.372
C -1.884 2.351 -1.925
N -2.173 -2.226 4.583
H 6.569 -6.719 1.724
H -4.566 4.495 -4.121
C -4.164 5.470 -3.871
N -1.443 -3.259 2.714
C -1.539 -2.119 3.392
H -2.959 -2.082 -2.732
C -2.415 4.444 -2.403
C -2.340 -1.333 -2.261
H -1.772 6.974 -2.039
C 1.402 -2.857 5.021
C 2.008 1.715 1.055
H 2.247 0.147 5.528
N -0.487 -0.861 -0.821
H -1.503 -5.062 1.043
C -1.746 0.939 -1.809
C 0.863 3.644 0.254
C -3.084 5.594 -3.006
H 2.601 -2.528 6.787
C -0.697 0.456 -0.991
H -6.751 8.438 -5.036
H -1.078 -2.765 -1.265
H -0.722 -6.357 -0.827
H 2.672 -4.996 -3.083
C 4.555 -5.358 2.093
H -5.600 6.452 -5.111
H -5.640 8.343 -6.428
C -3.197 7.990 -3.274
N -0.569 -3.347 1.735
C 1.949 -1.950 6.134
H -2.199 -1.403 5.155
S -1.145 -0.549 2.852
H 2.805 1.263 1.635
H 2.870 -3.132 -1.472
N 1.271 -3.698 -0.317
C 4.703 -2.980 0.844
O -4.787 9.002 -4.649
C 3.542 -4.422 2.146
C 0.003 2.777 -0.433
C 5.702 -5.058 1.361
C 2.452 -1.239 3.916
O 2.873 -0.592 2.943
N 1.737 -2.358 3.789
H -2.181 -3.131 5.026
N -1.396 4.529 -1.578
N 1.193 0.882 0.440
N 3.606 -3.250 1.516
C 0.263 -4.574 -0.138
H -2.837 8.987 -3.055
Ba 1.284 -1.692 1.450
H -3.390 0.342 -3.075
C -5.892 8.905 -5.525
C 2.088 -3.876 -1.351
H 4.460 -6.305 2.611
C -0.678 -4.359 0.934
C 1.979 -4.915 -2.257
C 5.788 -3.825 0.721
H 3.740 -0.789 5.580
H 2.568 3.735 1.551
C -1.280 -1.715 -1.434
H 0.830 -6.667 -2.751
C 0.092 -5.667 -1.006
C 0.192 1.387 -0.306
H 2.636 -4.600 2.718
C -2.574 0.005 -2.447
O 6.744 -5.904 1.243
Br 4.740 -1.295 -0.025
H 6.665 -3.555 0.151
N -2.746 3.137 -2.647
C -1.056 3.241 -1.271
C 1.877 3.107 1.005
C 0.953 -5.836 -2.068
H -6.147 9.924 -5.799
O 0.773 -3.878 5.222
H -3.491 2.815 -3.237
C -2.611 6.880 -2.714
C -4.762 6.585 -4.441
```

The net charge is 0. The calculation puts the LUMO energy at 0.11 eV. For the HOMO energy, the calculation gives -6.8 eV. The energy relative to the best compared isomer or geometry (same formula, charge and spin) comes out at 0.0000 eV. The strongest force on any atom comes out at 3.080 eV/Å. The value obtained for the orbital gap is 6.95 eV.



Record 4
Entry from the OMol25 dataset: a structure of composition C36H29Br2N6O3Sn (wB97M-V/def2-TZVPD).

XYZ file:
```
77
C36H29Br2N6O3Sn | the OMol25 dataset | wB97M-V/def2-TZVPD
C 0.174 -2.029 5.694
C -2.482 -2.821 -1.919
C -1.204 -2.015 5.864
N 0.724 0.780 2.233
C -4.833 -2.657 -2.321
C -0.082 -1.408 -6.081
C 3.037 4.552 0.613
H 5.772 5.832 5.017
H -1.640 -2.388 6.782
H 2.045 2.816 2.411
H -5.371 1.276 -1.734
C 5.074 4.227 3.777
Br 1.495 3.374 -1.377
H 1.097 1.087 3.126
N -0.176 -2.963 -1.283
C -3.550 -0.799 -1.540
C -4.365 2.753 -0.566
C 1.103 -4.971 -1.334
H 3.473 6.971 1.596
C -2.030 -1.549 4.856
O -0.280 -1.089 1.098
C 2.230 3.509 0.393
C 0.511 -0.690 2.155
C 3.769 4.859 1.846
N -2.437 -1.537 -1.550
N -2.309 0.923 -0.415
C 1.283 -1.474 -6.360
H -5.774 -3.103 -2.613
C -4.778 -1.337 -1.914
C 5.205 5.560 4.137
H 4.724 7.587 3.631
H -1.266 2.306 0.676
H 2.029 -5.481 -1.108
H -3.712 -4.449 -2.613
C 0.041 -5.633 -1.924
C 1.664 -1.145 -4.047
C -3.443 0.595 -1.042
H 1.785 -1.600 4.350
C 2.187 -1.340 -5.307
H -0.819 -1.505 -6.869
O 1.779 -1.661 -7.589
C -3.215 3.055 0.141
H -3.098 4.001 0.650
N 0.378 -1.090 -3.759
H 4.307 2.838 2.339
C 1.797 2.544 1.382
Sn -0.228 -0.441 -0.915
C -0.101 -1.109 3.475
C -1.223 -3.602 -1.807
C -0.478 -1.219 -4.773
H 5.533 3.458 4.385
H 1.080 -1.706 -8.250
H 3.163 5.270 -0.188
H -1.530 -1.162 -4.510
C 3.923 6.200 2.210
H 1.750 -3.055 -0.591
H -5.683 -0.753 -1.860
H -5.170 3.472 -0.645
C -3.675 -3.411 -2.325
C 0.711 -1.580 4.500
N 1.140 1.463 1.162
H -1.963 -5.461 -2.626
H 3.251 -1.380 -5.486
Br 2.861 -0.926 -2.588
C -4.482 1.511 -1.169
C -1.490 -1.099 3.655
C 4.364 3.877 2.640
C 4.625 6.546 3.350
C 0.946 -3.626 -1.041
H 1.510 -1.160 2.094
C -1.136 -4.943 -2.166
H 0.118 -6.680 -2.186
O -2.334 -0.668 2.684
H -3.106 -1.545 4.968
H -1.814 -0.698 1.853
H 0.821 -2.398 6.479
C -2.201 2.112 0.168
```

The net charge is +1. The calculation puts the LUMO energy at -3.16 eV. For the HOMO energy, the calculation gives -9.9 eV. The energy relative to the best compared isomer or geometry (same formula, charge and spin) comes out at 0.0000 eV. The strongest force on any atom comes out at 0.945 eV/Å. The value obtained for the orbital gap is 6.70 eV.



Record 5
Entry from the OMol25 dataset: a structure of composition C36H29BrClF4FeNO7P2 (wB97M-V/def2-TZVPD).

XYZ file:
```
82
C36H29BrClF4FeNO7P2 | the OMol25 dataset | wB97M-V/def2-TZVPD
H -0.232 1.664 -3.214
C 2.180 3.496 -1.708
F 0.016 5.171 -0.765
Br -3.173 1.112 0.141
C 0.644 2.289 -3.107
C 2.769 2.691 2.555
C 4.035 -0.635 -1.357
H 2.484 3.863 -0.737
O 0.829 -1.950 2.457
H -3.178 -1.656 -1.113
Fe -0.366 -0.886 -0.711
O -2.616 -1.972 -0.360
H 0.357 -6.894 -0.588
H 3.810 4.450 -2.709
C -2.549 -3.345 -0.383
H -0.971 3.382 1.973
H -3.270 -1.880 3.491
H -4.394 -6.165 -0.210
C 3.422 -2.922 -1.035
C -2.732 2.867 -0.371
H -3.334 -3.098 2.191
H 3.107 3.692 -4.959
H 5.442 -2.263 -1.326
O -1.169 -1.932 -3.434
C -1.407 3.287 -0.511
F -5.053 3.342 -0.401
O -1.646 0.048 -2.208
C 2.084 -2.544 -0.927
H 3.820 2.484 2.716
C -2.274 -6.128 -0.364
O -1.486 -2.306 2.558
H 2.247 -5.352 -0.848
C -2.904 -2.148 2.500
H 3.716 -3.961 -0.966
C 2.525 3.420 -4.088
C 1.036 2.712 -1.839
O -0.654 0.089 2.836
C -1.120 -5.319 -0.468
C -0.559 0.011 4.263
H 0.051 3.956 4.114
C -3.790 3.745 -0.528
H -2.167 -7.206 -0.354
C 1.018 -3.565 -0.741
C 0.848 2.643 1.086
C 2.077 -1.241 2.389
N -0.199 -3.087 -0.603
H 2.231 -0.682 3.313
C 0.086 3.196 2.116
C 2.196 2.383 1.328
H 4.783 0.125 -1.548
C 2.007 3.262 3.561
C 4.405 -1.966 -1.240
P 0.012 2.099 -0.451
C -1.258 -3.923 -0.480
C 0.660 3.512 3.336
H -1.042 -0.892 4.637
H 2.107 -0.558 1.540
H -4.634 -3.690 -0.232
C -1.209 4.645 -0.733
O -3.425 -1.382 -2.872
H 2.861 -1.984 2.271
H -3.203 -1.384 1.785
F -4.572 5.925 -0.953
H 0.486 0.019 4.570
F -2.018 6.826 -1.120
H 2.459 0.774 -1.370
C -2.256 5.536 -0.894
Cl -2.134 -0.840 -3.348
H 1.063 2.317 -5.205
C 2.923 3.841 -2.825
H -1.059 0.889 4.663
P -0.493 -1.215 1.908
C -3.556 5.081 -0.803
C 1.674 -1.196 -1.001
C 1.380 2.652 -4.226
C -3.508 -5.548 -0.284
C 1.246 -4.967 -0.733
C -3.653 -4.142 -0.290
H 2.813 1.920 0.568
H 2.457 3.513 4.513
C 0.198 -5.823 -0.595
C 2.696 -0.276 -1.241
```

The multiplicity is 5. The net charge is 0. The calculation puts the LUMO energy (alpha / beta) at -0.06 / -0.14 eV. For the HOMO energy (alpha / beta), the calculation gives -7.9 / -8.1 eV. The energy relative to the best compared isomer or geometry (same formula, charge and spin) comes out at 0.0000 eV. Its expectation value of S² is 6.013. The strongest force on any atom comes out at 0.494 eV/Å. The value obtained for the orbital gap (alpha / beta) is 7.81 / 7.99 eV.



Record 6
Entry from the OMol25 dataset: a structure of composition C36H29BrN6O2PSSe2V (wB97M-V/def2-TZVPD).

XYZ file:
```
79
C36H29BrN6O2PSSe2V | the OMol25 dataset | wB97M-V/def2-TZVPD
H 0.726 -5.771 0.864
C -2.985 -2.441 -0.543
N 0.215 -4.940 1.118
C 3.014 -2.633 0.688
H 4.608 -0.444 2.697
C 1.877 3.728 0.096
H 3.253 0.600 -4.327
N -1.494 0.109 -2.136
H 2.081 2.023 -5.976
H -0.302 3.694 -2.834
C -3.153 -1.652 1.614
H -0.669 1.855 2.722
C 0.863 -3.760 1.293
C -1.567 0.291 -4.904
P 0.793 2.388 -0.452
H 5.006 4.233 1.277
H 5.660 0.169 0.543
C 3.153 3.432 0.562
C 0.817 2.946 -4.507
H -4.104 -4.196 -1.048
H -4.514 -1.825 5.265
N -5.583 -3.615 3.770
C -4.135 -1.765 4.254
C 2.324 6.077 0.339
C -1.380 1.127 3.090
C 0.482 3.021 -3.163
C -2.429 1.050 -4.128
C 1.146 2.227 -2.233
C -1.797 1.122 4.425
C 1.815 2.076 -4.928
H -3.065 0.157 5.853
H -3.139 1.733 -4.570
N -1.825 0.256 2.201
C -0.719 -0.652 -2.903
C 4.564 -1.299 -0.574
H -1.578 0.373 -5.983
C -2.712 0.188 4.830
C -2.351 0.940 -2.755
O -6.393 -3.992 2.946
H 1.999 7.106 0.259
Br 0.365 -1.928 -2.034
Se -1.305 2.882 -0.125
C 3.612 -2.305 -0.521
C 1.460 5.052 -0.012
C 4.014 4.462 0.911
C -4.424 -3.585 0.979
C -3.864 -3.486 -0.269
H -2.550 -2.328 -1.527
H 3.468 2.399 0.662
N -2.633 -1.550 0.365
H 2.318 -4.479 0.092
H 0.302 3.571 -5.224
H -0.015 -1.210 -4.843
C -4.085 -2.640 1.967
V -1.326 0.240 0.097
C 3.383 -1.974 1.852
H 3.333 -2.837 -1.424
H 2.651 0.722 -1.935
C 2.474 1.279 -4.003
H -0.611 -5.069 1.677
H -1.396 1.857 5.108
Se 1.227 0.538 0.560
S 0.150 -2.515 2.149
N 2.076 -3.707 0.695
H 2.929 -2.248 2.793
C 2.143 1.351 -2.658
H -5.124 -4.374 1.202
C 4.327 -0.961 1.789
C 3.601 5.782 0.798
C -0.695 -0.585 -4.285
H 0.458 5.279 -0.356
C -4.563 -2.642 3.327
C -2.709 -0.687 2.594
H 4.273 6.584 1.074
H -2.971 1.549 -2.114
O -5.555 -3.954 4.931
H 5.031 -1.051 -1.519
C 4.917 -0.617 0.581
C -3.193 -0.751 3.902
```

The multiplicity is 4. The net charge is +1. The calculation puts the LUMO energy (alpha / beta) at -3.39 / -3.37 eV. For the HOMO energy (alpha / beta), the calculation gives -10.0 / -10.4 eV. The energy relative to the best compared isomer or geometry (same formula, charge and spin) comes out at 0.2961 eV. Its expectation value of S² is 3.764. The strongest force on any atom comes out at 0.195 eV/Å. The value obtained for the orbital gap (alpha / beta) is 6.62 / 6.99 eV.